55
Properties=species:S:1:pos:R:3:lowdin_charge:R:1 method="wB97M-V/def2-TZVPD" relative_energy_kcal_mol=28.6 orbital_gap_ev=7.54 lumo_ev=-3.21 largest_force_ha_per_bohr=0.0252 total_charge=+1
Pt -0.45014 0.63334 0.08091 0.897
C 2.63369 1.00252 3.70332 -0.009
N 2.82041 0.10741 2.55713 -0.104
C 3.56262 -1.05766 2.58008 -0.006
C 3.47002 -1.60105 1.35834 -0.010
N 2.69134 -0.75326 0.58242 0.034
C 2.27466 0.29339 1.34903 -0.603
S 1.32054 1.70499 1.00412 0.715
C 2.37648 -1.05050 -0.79840 -0.245
C 3.17503 -1.93018 -1.50712 0.018
C 2.81247 -2.20652 -2.81364 -0.022
C 1.69860 -1.58758 -3.35647 -0.025
C 0.99856 -0.70072 -2.56476 -0.122
N 1.33680 -0.43018 -1.30015 0.030
H 3.27104 0.64856 4.50766 0.098
H 1.59188 0.98433 4.01257 0.100
H 2.91159 2.01798 3.43909 0.088
H 4.07091 -1.39859 3.46363 0.136
H 3.86886 -2.52354 0.98383 0.127
H 4.06267 -2.36994 -1.07916 0.112
H 3.40864 -2.89043 -3.40293 0.122
H 1.37741 -1.78446 -4.36899 0.119
H 0.13035 -0.17359 -2.94123 0.124
O -4.17286 -0.01207 0.24308 0.072
C -3.31854 -0.86944 0.25094 -0.479
N -2.01811 -0.73226 -0.21311 -0.218
S -1.13092 -2.04982 0.18413 0.641
O -0.55769 -2.72824 -0.93610 -0.258
O -0.17153 -1.51448 1.17115 -0.365
C -2.39858 -2.98462 0.90438 -0.234
C -2.36312 -4.26052 1.43211 -0.016
C -3.57089 -4.77853 1.88015 -0.044
C -4.75063 -4.03976 1.78750 -0.034
C -4.75420 -2.75569 1.25644 0.020
C -3.55303 -2.23804 0.81459 -0.132
H -1.44647 -4.83118 1.48913 0.127
H -3.59581 -5.77344 2.30418 0.115
H -5.67745 -4.47698 2.13353 0.115
H -5.65825 -2.16557 1.18802 0.130
N -3.15640 2.68728 0.52180 0.141
C -2.11482 3.14884 -0.14347 -0.664
N -1.10157 2.43000 -0.61761 -0.121
C -0.18417 3.27042 -1.30570 -0.344
C 0.95146 2.86250 -1.98944 -0.068
C 1.72905 3.81392 -2.62921 -0.062
C 1.38702 5.16492 -2.60016 -0.072
C 0.24498 5.57752 -1.93732 -0.075
C -0.52662 4.61470 -1.30429 -0.466
S -2.02457 4.85099 -0.45572 1.142
H -3.39922 1.69664 0.50870 0.065
H -3.89296 3.32651 0.76642 0.112
H 1.23013 1.82008 -2.00852 0.062
H 2.61668 3.49893 -3.16174 0.110
H 2.00950 5.89340 -3.10096 0.110
H -0.04484 6.61968 -1.92218 0.115

---

55
Properties=species:S:1:pos:R:3:lowdin_charge:R:1 method="wB97M-V/def2-TZVPD" relative_energy_kcal_mol=0.0 orbital_gap_ev=7.80 lumo_ev=-0.34 largest_force_ha_per_bohr=0.0134
Pd -0.05906 0.84445 -0.45173 1.062
O -1.72889 1.75376 -1.00676 -0.180
C -1.93893 2.99489 -0.67218 -0.342
C -3.27550 3.43645 -0.55153 -0.012
C -3.57015 4.73686 -0.22570 -0.077
C -2.55929 5.68615 -0.01954 -0.099
C -1.25384 5.29145 -0.16066 -0.054
C -0.91580 3.96283 -0.47619 -0.148
C 0.47242 3.65646 -0.67060 -0.069
N 0.97696 2.49274 -0.84608 -0.086
C 2.42330 2.32972 -1.01456 -0.169
C 2.69186 0.84175 -1.12097 -0.197
N 1.88639 0.15888 -0.10060 -0.038
C 2.48673 -0.71810 0.59715 -0.083
C 1.97157 -1.54455 1.68812 -0.126
C 2.55310 -2.80007 1.85993 -0.017
C 2.11817 -3.65336 2.85586 -0.065
C 1.10775 -3.23916 3.71276 -0.058
C 0.53803 -1.98301 3.58336 -0.033
C 0.97954 -1.14090 2.57676 -0.303
O 0.50795 0.14414 2.40974 -0.441
H -4.05652 2.70629 -0.71644 0.115
H -4.60731 5.03291 -0.12593 0.105
H -2.80559 6.70697 0.23554 0.098
H -0.45192 6.00923 -0.02729 0.110
H 1.15492 4.50813 -0.70339 0.142
H 2.93752 2.78271 -0.16279 0.126
H 2.75584 2.82373 -1.92972 0.128
H 3.75359 0.61622 -1.00641 0.120
H 2.34582 0.47624 -2.08927 0.101
H 3.52757 -0.92434 0.34394 0.111
H 3.32837 -3.11168 1.17054 0.106
H 2.55840 -4.63496 2.96180 0.106
H 0.75824 -3.89798 4.49694 0.109
H -0.25400 -1.65951 4.24415 0.101
C -1.96541 -1.36676 -2.10101 -0.024
C -2.00817 -1.58856 -0.62880 -0.281
C -2.71384 -2.67591 -0.11264 0.015
C -2.89207 -2.75535 1.24188 -0.091
N -2.41601 -1.82362 2.07686 0.084
C -1.73305 -0.84634 1.52223 -0.596
S -1.12305 0.38299 2.66572 1.036
N -1.48649 -0.68606 0.21120 0.048
H -2.99408 -1.34168 -2.46756 0.099
H -1.45158 -2.19657 -2.58457 0.092
H -1.45856 -0.44566 -2.36175 0.055
H -3.12275 -3.41871 -0.78226 0.125
H -3.43623 -3.57433 1.69715 0.116
Cl 3.71650 -2.70394 -1.91828 0.584
C 2.15374 -2.91744 -2.77889 -0.979
Cl 1.72470 -4.63204 -2.85370 0.579
C 1.07949 -2.05443 -2.05597 -0.833
O 0.85036 -0.96664 -2.63120 -0.080
O 0.60102 -2.50511 -1.00610 -0.043
H 2.31819 -2.56915 -3.79059 0.052

---

95
Properties=species:S:1:pos:R:3:lowdin_charge:R:1 method="wB97M-V/def2-TZVPD" orbital_gap_ev=9.98 smiles="CCC[C@@]1(CCC(=O)O)[C@H](S(=O)(=O)F)C(=O)NC1(C)C.ClC(Cl)(Cl)Cl.ClC(Cl)(Cl)Cl.ClC(Cl)(Cl)Cl.ClC(Cl)(Cl)Cl.ClC(Cl)(Cl)Cl.ClC(Cl)(Cl)Cl.ClC(Cl)(Cl)Cl.ClC(Cl)(Cl)Cl.ClC(Cl)(Cl)Cl.ClC(Cl)(Cl)Cl.ClC(Cl)(Cl)Cl" lumo_ev=-0.12 largest_force_ha_per_bohr=0.1352
C -0.38969 -3.65463 1.33810 -0.076
C -1.68674 -3.14659 0.73914 -0.204
C -1.72980 -2.96893 -0.78188 -0.129
C -1.08742 -4.07302 -1.64365 -0.295
C -1.47266 -5.49598 -1.31408 -0.122
C -2.92749 -5.67879 -0.83569 -0.074
C -3.31990 -7.10308 -1.11539 -0.576
O -3.91709 -7.45574 -2.01098 0.213
O -2.90679 -7.98264 -0.15764 0.077
C -1.51462 -3.61789 -3.09346 -0.152
S -2.36135 -4.77841 -4.18498 0.587
O -2.64181 -4.05225 -5.33047 -0.214
O -1.59229 -5.89563 -4.45834 -0.197
F -3.72511 -5.13314 -3.55725 -0.101
C -0.23879 -3.29396 -3.90331 -0.578
O -0.11876 -2.53509 -4.73946 0.144
N 0.66748 -4.10367 -3.32336 0.142
C 0.44966 -3.90528 -1.85920 -0.415
C 1.04286 -2.51904 -1.60203 -0.003
C 1.40481 -4.92398 -1.23380 -0.048
H -0.12033 -4.64859 1.04143 0.057
H -0.53386 -3.69376 2.40546 0.076
H 0.39685 -2.94120 1.19371 0.063
H -2.49946 -3.73504 1.11621 0.091
H -1.83741 -2.16628 1.15838 0.102
H -2.77410 -2.99409 -1.04757 0.110
H -1.37679 -1.99255 -1.05271 0.107
H -0.86569 -5.87111 -0.51786 0.068
H -1.27183 -6.14805 -2.14372 0.115
H -2.93871 -5.59913 0.23393 0.105
H -3.62124 -4.98085 -1.25480 0.112
H -3.31919 -7.76797 0.67699 0.109
H -2.15083 -2.74835 -3.07925 0.111
H 1.61612 -3.97445 -3.63042 0.148
H 0.38773 -1.69841 -1.84353 0.085
H 1.91429 -2.39798 -2.21792 0.087
H 1.38421 -2.40915 -0.58783 0.077
H 1.63716 -4.65559 -0.22256 0.061
H 1.09217 -5.94386 -1.34281 0.028
H 2.33677 -4.83988 -1.76657 0.088
Cl 1.84721 1.72631 -2.59470 0.494
C 3.58099 1.62914 -2.95078 -2.043
Cl 4.38556 3.11274 -2.43178 0.502
Cl 4.29922 0.27024 -2.09040 0.528
Cl 3.80864 1.41733 -4.68637 0.541
Cl -1.74666 3.37359 -0.57664 0.531
C -0.78215 4.74631 -1.12424 -1.975
Cl -1.22457 5.18668 -2.78711 0.507
Cl -1.08718 6.12271 -0.06076 0.453
Cl 0.94582 4.34543 -1.08479 0.475
Cl -0.72462 7.96909 2.96157 0.511
C -0.06716 6.44854 3.57521 -2.040
Cl -1.32184 5.20870 3.54272 0.497
Cl 1.28250 5.94564 2.55820 0.500
Cl 0.49312 6.67377 5.23444 0.516
Cl 0.50069 -8.33368 -0.03155 0.571
C 2.22771 -8.63083 -0.25305 -2.039
Cl 3.15445 -7.34097 0.52691 0.543
Cl 2.65614 -10.18088 0.47169 0.540
Cl 2.59725 -8.66028 -1.97726 0.511
Cl 0.09713 2.78043 4.95910 0.502
C -0.52588 1.15658 4.69369 -2.058
Cl -1.38532 0.60645 6.13378 0.530
Cl -1.63691 1.17704 3.31618 0.508
Cl 0.81378 0.05705 4.35323 0.520
Cl 1.97257 6.95704 8.90140 0.523
C 0.56525 7.99843 9.14142 -2.056
Cl 0.57834 9.28696 7.93557 0.493
Cl -0.90975 7.04346 8.96253 0.523
Cl 0.61968 8.69882 10.75935 0.519
Cl 3.59184 7.73377 1.05553 0.517
C 3.32568 7.56667 -0.68147 -2.027
Cl 4.30579 8.75081 -1.55116 0.541
Cl 3.78506 5.93402 -1.18289 0.470
Cl 1.62641 7.84232 -1.04655 0.495
Cl -2.34578 2.56722 -3.92101 0.473
C -3.07743 1.00360 -4.33966 -2.029
Cl -3.97845 0.39071 -2.93852 0.506
Cl -4.18686 1.26354 -5.69065 0.530
Cl -1.88319 -0.19776 -4.80466 0.595
Cl 5.79195 -9.26983 -4.09864 0.513
C 4.80659 -10.26678 -5.17376 -2.063
Cl 4.87491 -11.94859 -4.64314 0.525
Cl 3.13394 -9.70328 -5.12701 0.507
Cl 5.42339 -10.14264 -6.82234 0.527
Cl -0.57392 14.56775 9.77228 0.528
C -0.06619 12.89650 9.51766 -2.060
Cl 1.10812 12.44368 10.75518 0.516
Cl -1.47233 11.83413 9.61994 0.512
Cl 0.67763 12.74718 7.92161 0.505
Cl -1.58523 10.32695 0.52510 0.515
C -1.85461 10.14389 -1.21126 -2.034
Cl -0.86612 11.31952 -2.08322 0.534
Cl -1.40643 8.50776 -1.70537 0.455
Cl -3.55906 10.42109 -1.57442 0.539

---

47
Properties=species:S:1:pos:R:3:lowdin_charge:R:1 method="wB97M-V/def2-TZVPD" relative_energy_kcal_mol=0.0 orbital_gap_ev="6.68 / 6.74" s2=3.755 lumo_ev="-0.80 / -0.74" spin_multiplicity=4 largest_force_ha_per_bohr=0.0288
C 0.04349 2.95536 0.17913 -0.237
C 0.33189 1.79616 -0.60580 -0.227
C -0.90762 1.17803 -0.95617 -0.248
H 1.31480 1.46203 -0.93199 0.104
C -1.96224 1.95866 -0.38608 -0.243
C -1.36969 3.05530 0.31899 -0.247
H -1.91496 3.84843 0.82420 0.095
H 0.78070 3.67081 0.53547 0.102
H -1.03282 0.33236 -1.63275 0.084
H -3.02273 1.78469 -0.56787 0.104
Nd -0.64873 0.84181 1.66966 1.498
Cl -2.00045 -1.26503 1.23834 -0.205
P 0.96358 -2.19972 -1.53429 1.071
C -0.25430 -2.50833 -2.81591 -0.406
C 0.08953 -2.67405 -4.16460 -0.100
H 1.13995 -2.72744 -4.45225 0.106
C -0.92566 -2.75678 -5.11716 -0.086
H -0.65635 -2.87535 -6.16558 0.102
C -2.26797 -2.70430 -4.73476 -0.090
H -3.05678 -2.78137 -5.48711 0.102
C -2.60009 -2.60573 -3.38018 -0.085
H -3.64539 -2.62231 -3.08205 0.102
C -1.60599 -2.49528 -2.41102 -0.103
H -1.84142 -2.38329 -1.34766 0.052
C 2.47659 -1.68497 -2.37376 -0.381
C 2.40816 -0.58345 -3.25399 -0.116
H 1.43573 -0.16731 -3.53056 0.108
C 3.58949 -0.05720 -3.76781 -0.093
H 3.53956 0.71142 -4.53084 0.100
C 4.83067 -0.52203 -3.33336 -0.094
H 5.74889 -0.08258 -3.72174 0.100
C 4.88769 -1.60465 -2.45285 -0.090
H 5.84822 -2.00347 -2.14170 0.100
C 3.72340 -2.20881 -1.98733 -0.082
H 3.75448 -3.08308 -1.33512 0.101
C 1.26166 -3.80960 -0.76836 -0.388
C 1.06403 -5.00320 -1.47596 -0.079
H 0.81264 -4.95986 -2.53716 0.105
C 1.17844 -6.21000 -0.79822 -0.086
H 0.99932 -7.13374 -1.34295 0.101
C 1.52572 -6.23805 0.55610 -0.088
H 1.62541 -7.19252 1.07503 0.102
C 1.76908 -5.04709 1.23715 -0.088
H 2.09641 -5.07243 2.26926 0.100
C 1.59479 -3.81935 0.59955 -0.094
H 1.69914 -2.86187 1.12323 0.102
F 1.34267 0.28106 1.86236 -0.588

---

50
Properties=species:S:1:pos:R:3:lowdin_charge:R:1 method="wB97M-V/def2-TZVPD" relative_energy_kcal_mol=0.0 orbital_gap_ev=8.52 smiles="CCCc1nc2ccc(NC(=O)c3cccs3)cc2c(=O)n1Cc1ccccc1Cl" lumo_ev=0.34 largest_force_ha_per_bohr=0.0156
C 4.12165 2.22089 2.36397 -0.106
C 2.70182 1.83244 1.97518 -0.242
C 2.59922 1.56333 0.46646 -0.120
C 1.21775 1.11799 0.09923 -0.271
N 0.38541 2.03819 -0.23537 0.169
C -0.90330 1.70306 -0.53372 -0.215
C -1.81199 2.69828 -0.91564 -0.001
C -3.11368 2.36905 -1.19966 -0.004
C -3.56174 1.04047 -1.11693 -0.242
N -4.89619 0.76940 -1.42258 0.135
C -5.71806 -0.23532 -0.97924 -0.501
O -6.75609 -0.47583 -1.56230 0.065
C -5.32302 -0.92308 0.25742 -0.470
C -4.74278 -0.40978 1.38697 -0.121
C -4.62803 -1.36012 2.41730 -0.171
C -5.12382 -2.57613 2.05998 -0.398
S -5.76210 -2.58248 0.47095 1.084
C -2.66309 0.04286 -0.78197 0.049
C -1.34456 0.37115 -0.47485 -0.052
C -0.39911 -0.67236 -0.10265 -0.363
O -0.66952 -1.85579 -0.02435 0.078
N 0.89257 -0.21257 0.17539 0.067
C 1.87658 -1.22842 0.51506 -0.100
C 2.86274 -1.46930 -0.59701 -0.226
C 2.42932 -1.50972 -1.91760 -0.014
C 3.31344 -1.73701 -2.95555 -0.069
C 4.65746 -1.93399 -2.68818 -0.079
C 5.11149 -1.90651 -1.38206 -0.104
C 4.21729 -1.67550 -0.34943 -0.603
Cl 4.83147 -1.64841 1.27448 0.721
H 4.43623 3.10915 1.82162 0.075
H 4.81398 1.41407 2.13379 0.054
H 4.17949 2.42908 3.42947 0.072
H 2.01006 2.63579 2.23360 0.113
H 2.40315 0.94602 2.53916 0.103
H 3.34763 0.83304 0.16424 0.098
H 2.78923 2.49642 -0.06449 0.128
H -1.46510 3.71723 -0.97503 0.113
H -3.81545 3.13831 -1.48882 0.115
H -5.31769 1.35031 -2.13751 0.158
H -4.42129 0.61251 1.47828 0.122
H -4.19426 -1.14922 3.37810 0.103
H -5.14999 -3.47554 2.64246 0.063
H -2.95112 -0.99595 -0.75232 0.129
H 2.39162 -0.96080 1.43797 0.084
H 1.30124 -2.14747 0.68584 0.140
H 1.37938 -1.36858 -2.12675 0.120
H 2.95213 -1.76428 -3.97187 0.106
H 5.35419 -2.11282 -3.49234 0.106
H 6.15541 -2.06202 -1.15867 0.104